Run 1
Entry from the Open Molecules 2025 dataset: a single C2H3NO3 molecule (the ωB97M-V functional and the def2-TZVPD basis).

Computed properties:
spin multiplicity: 1
gap between HOMO and LUMO (alpha / beta): 8.6 / 8.6 eV
LUMO (alpha / beta): -0.056 / -0.056 Eh

Last column: Mulliken charge in e.
Geometry (Å):
C  -1.044  -0.422  -0.155  -0.0026
C  0.380  -0.695  0.245  0.5897
N  1.215  0.349  0.142  -0.3109
O  -1.656  0.678  -0.256  0.0416
O  -0.905  1.720  -0.648  -0.5657
O  0.684  -1.824  0.571  -0.5777
H  -1.705  -1.283  -0.135  0.3587
H  2.191  0.214  0.340  0.2009
H  0.839  1.262  -0.104  0.2660

Run 2
Entry from the Open Molecules 2025 dataset: a molecular structure, C2H3NO3 (the ωB97M-V functional and the def2-TZVPD basis).

Computed properties:
spin multiplicity: 1
gap between HOMO and LUMO: 10.5 eV
LUMO: 0.023 Eh

Last column: Mulliken charge in e.
Geometry (Å):
C  -0.950  -1.622  0.943  0.5377
C  0.637  -0.536  0.427  -0.1739
N  -0.688  -0.488  -0.102  -0.0135
O  -1.897  -2.221  1.198  -0.4068
O  0.378  -1.689  1.223  -0.3055
O  -1.571  0.601  -0.185  -0.4199
H  1.508  -0.564  -0.247  0.2085
H  0.967  0.436  1.054  0.2083
H  -2.082  0.651  -1.077  0.3652

Run 3
Entry from the Open Molecules 2025 dataset: a single C2H3NO3 molecule (the ωB97M-V functional and the def2-TZVPD basis).

Computed properties:
spin multiplicity: 1
gap between HOMO and LUMO: 9.3 eV
SMILES: O=CC(=O)NO
LUMO: -0.039 Eh

Last column: Mulliken charge in e.
Geometry (Å):
O  1.676  -0.664  0.287  -0.4631
C  1.224  0.338  -0.167  -0.1041
C  -0.176  0.671  0.040  0.5443
O  -0.478  1.874  -0.089  -0.5186
N  -1.124  -0.223  0.595  -0.2215
O  -0.994  -1.368  -0.399  -0.4814
H  1.949  0.998  -0.456  0.5017
H  -2.092  0.124  0.250  0.3512
H  0.015  -1.749  -0.062  0.3914

Run 4
Entry from the Open Molecules 2025 dataset: 2 unconnected molecules or ions with the total composition C2H3NO3 (the ωB97M-V functional and the def2-TZVPD basis).

Computed properties:
spin multiplicity: 1
gap between HOMO and LUMO: 9.3 eV
SMILES: O=C=O.CN=O
LUMO: 0.004 Eh

Last column: Mulliken charge in e.
Geometry (Å):
O  -2.178  0.733  -1.056  -0.3593
C  -2.043  0.088  -0.126  0.7174
O  -1.875  -0.604  0.771  -0.3698
C  1.140  -0.351  -0.204  -0.5572
N  1.215  0.948  0.406  0.0830
O  0.282  1.252  1.064  -0.2881
H  1.399  -0.227  -1.304  0.2451
H  1.865  -1.006  0.497  0.2555
H  0.195  -0.833  -0.048  0.2734

Quick look at relative energies in hartree: run 1 0.0818; run 2 0.0343; run 3 0.0515; run 4 0.0000.

Run 1
Entry from the Open Molecules 2025 dataset: 2 unconnected molecules or ions with the total composition C2H3NO3 (the ωB97M-V functional and the def2-TZVPD basis).

Computed properties:
spin multiplicity: 1
gap between HOMO and LUMO: 10.6 eV
LUMO: 0.019 Eh

Last column: Mulliken charge in e.
Geometry (Å):
C  0.839  2.194  -0.654  -0.1712
C  0.576  1.422  0.582  -0.1750
N  -1.030  -2.372  0.593  0.7231
O  -2.185  -2.259  0.820  -0.4658
O  -0.324  -3.290  0.804  -0.4854
O  0.959  0.757  -0.391  -0.1052
H  -0.067  2.371  -1.175  0.2429
H  1.901  2.647  -0.672  0.2052
H  -0.669  -1.471  0.093  0.2314

Run 2
Entry from the Open Molecules 2025 dataset: a single C2H3NO3 molecule (the ωB97M-V functional and the def2-TZVPD basis).

Computed properties:
spin multiplicity: 1
gap between HOMO and LUMO: 10.0 eV
SMILES: CC(=O)[N+](=O)[O-]
LUMO: -0.006 Eh

Last column: Mulliken charge in e.
Geometry (Å):
C  -1.152  0.021  0.147  -0.7532
C  0.107  -0.771  -0.074  0.5236
O  0.403  -1.893  -0.077  -0.3476
N  1.349  0.483  -0.203  0.8085
O  1.028  1.559  -0.544  -0.5646
O  2.443  0.088  0.072  -0.5413
H  -1.839  -0.311  -0.632  0.2789
H  -0.835  1.038  0.064  0.3366
H  -1.504  -0.215  1.248  0.2590

Run 3
Entry from the Open Molecules 2025 dataset: 2 unconnected molecules or ions with the total composition C2H3NO3 (the ωB97M-V functional and the def2-TZVPD basis).

Computed properties:
spin multiplicity: 1
gap between HOMO and LUMO: 11.5 eV
SMILES: O=[N+]([O-])O.C#C
LUMO: 0.019 Eh

Last column: Mulliken charge in e.
Geometry (Å):
O  -2.011  0.019  -2.302  -0.5328
N  -1.947  0.544  -1.252  1.0536
O  -2.570  0.345  -0.260  -0.5279
O  -1.006  1.557  -1.174  -0.3977
H  -0.970  1.938  -0.283  0.3847
C  1.088  -0.728  -0.115  -0.2873
C  0.044  -1.016  0.387  -0.4800
H  2.006  -0.481  -0.559  0.3694
H  -0.869  -1.272  0.842  0.4180

Quick look at relative energies in hartree: run 1 0.1317; run 2 0.0000; run 3 0.0931.

Run 1
Entry from the Open Molecules 2025 dataset: 2 unconnected molecules or ions with the total composition C2H3NO3 (the ωB97M-V functional and the def2-TZVPD basis).

Computed properties:
spin multiplicity: 1
gap between HOMO and LUMO (alpha / beta): 7.7 / 7.8 eV
LUMO (alpha / beta): -0.030 / -0.029 Eh

Last column: Mulliken charge in e.
Geometry (Å):
C  1.666  0.038  0.366  0.0984
C  0.720  -0.838  -0.060  0.6414
N  -1.635  0.231  -0.410  -0.3164
O  2.510  0.734  -0.192  -0.4561
O  -0.023  -1.724  -0.148  -0.2671
O  -0.422  0.794  -0.225  -0.4021
H  1.592  0.037  1.454  0.2568
H  -2.197  0.192  0.444  0.2109
H  -2.211  0.536  -1.229  0.2343

Run 2
Entry from the Open Molecules 2025 dataset: a single C2H3NO3 molecule (the ωB97M-V functional and the def2-TZVPD basis).

Computed properties:
spin multiplicity: 1
gap between HOMO and LUMO: 11.0 eV
SMILES: NC(=O)C1OO1
LUMO: 0.029 Eh

Last column: Mulliken charge in e.
Geometry (Å):
N  -1.100  0.830  0.035  -0.3512
C  -0.731  -0.448  0.076  0.4733
O  -1.349  -1.453  0.035  -0.5362
C  0.967  -0.550  -0.106  0.1733
O  1.706  0.448  -0.613  -0.3011
O  1.839  0.047  0.788  -0.2579
H  -0.394  1.565  0.019  0.2247
H  -2.033  1.172  0.022  0.2131
H  1.094  -1.610  -0.258  0.3621

Quick look at relative energies in hartree: run 1 0.0498; run 2 0.0000.

Run 1
Entry from the Open Molecules 2025 dataset: a single C24H34O7 molecule (the ωB97M-V functional and the def2-TZVPD basis).

Computed properties:
spin multiplicity: 1
gap between HOMO and LUMO: 8.2 eV
SMILES: CCCCCCC(=O)Cc1cc(OC)c(OC)cc1C=C(C(=O)OCC)C(=O)OCC
LUMO: 0.003 Eh

Last column: Mulliken charge in e.
Geometry (Å):
C  5.161  3.235  1.927  -1.4886
C  3.952  2.687  1.177  0.0217
C  4.373  1.912  -0.069  -0.8635
C  3.209  1.508  -0.976  -1.0366
C  2.227  0.514  -0.340  -0.0766
C  0.990  1.182  0.272  0.4144
C  0.219  2.052  -0.690  0.6383
O  0.022  3.224  -0.484  -0.6615
C  -0.378  1.362  -1.911  -1.2659
C  -1.660  0.714  -1.461  -0.9846
C  -2.772  1.530  -1.271  -0.6052
C  -3.965  1.036  -0.774  1.1064
O  -5.082  1.768  -0.550  -0.4793
C  -5.050  3.146  -0.834  -0.9467
C  -4.058  -0.343  -0.460  0.2417
O  -5.258  -0.762  0.020  -0.4877
C  -5.401  -2.121  0.363  -0.8162
C  -2.953  -1.147  -0.639  0.3486
C  -1.741  -0.636  -1.123  -0.3861
C  -0.597  -1.526  -1.233  -0.5416
C  -0.241  -2.408  -0.285  0.9410
C  0.959  -3.264  -0.392  -0.0051
O  1.431  -3.885  0.527  -0.6436
O  1.486  -3.238  -1.627  -0.3204
C  2.703  -3.962  -1.815  -0.3220
C  3.907  -3.147  -1.365  -1.0137
C  -0.972  -2.488  1.025  -0.2700
O  -1.645  -3.412  1.392  -0.6151
O  -0.758  -1.368  1.718  -0.2567
C  -1.413  -1.209  2.980  -0.5074
C  -2.375  -0.033  2.918  -0.8305
H  5.822  2.424  2.229  0.3355
H  4.847  3.771  2.819  0.3996
H  5.726  3.919  1.297  0.3602
H  3.301  3.514  0.885  0.2955
H  3.391  2.033  1.846  0.1862
H  5.056  2.536  -0.651  0.4474
H  4.923  1.017  0.231  0.2964
H  3.635  1.059  -1.877  0.3710
H  2.669  2.406  -1.286  0.3549
H  1.905  -0.211  -1.088  -0.1940
H  2.734  -0.051  0.445  0.5936
H  1.283  1.810  1.115  0.5764
H  0.316  0.403  0.637  -0.6207
H  -0.597  2.126  -2.658  0.5083
H  0.318  0.636  -2.321  0.5352
H  -2.674  2.578  -1.503  0.5228
H  -6.035  3.523  -0.564  0.2480
H  -4.289  3.662  -0.241  0.3710
H  -4.870  3.332  -1.898  0.3532
H  -4.680  -2.426  1.128  0.2926
H  -5.291  -2.769  -0.513  0.3331
H  -6.411  -2.216  0.758  0.2555
H  -3.011  -2.202  -0.432  0.7956
H  0.005  -1.471  -2.131  1.0161
H  2.650  -4.899  -1.253  0.3303
H  2.744  -4.171  -2.886  0.3394
H  4.819  -3.699  -1.574  0.4327
H  3.939  -2.195  -1.890  0.2012
H  3.847  -2.959  -0.296  0.2892
H  -1.935  -2.140  3.224  0.4384
H  -0.626  -1.030  3.717  0.3021
H  -2.832  0.114  3.892  0.4522
H  -1.844  0.872  2.634  0.2256
H  -3.157  -0.216  2.185  0.0682

Run 2
Entry from the Open Molecules 2025 dataset: a molecular structure, C24H34O7 (the ωB97M-V functional and the def2-TZVPD basis).

Computed properties:
spin multiplicity: 1
gap between HOMO and LUMO: 9.0 eV
LUMO: 0.010 Eh

Last column: Mulliken charge in e.
Geometry (Å):
C  -2.019  -2.962  0.659  -1.5865
C  -0.550  -3.527  0.939  -0.3661
H  -0.513  -3.740  1.961  0.3517
H  -0.395  -4.393  0.265  0.3907
O  0.347  -2.703  0.674  -0.4222
C  0.728  -2.370  -0.350  -0.0998
O  0.322  -2.983  -1.221  -0.6332
C  1.844  -1.189  -0.540  0.5210
C  3.125  -1.808  -0.027  0.4485
O  4.126  -2.055  -0.713  -0.6536
C  3.207  -1.997  1.539  -1.6503
H  3.615  -1.258  1.942  0.6018
H  3.949  -3.233  1.526  0.2541
H  2.312  -2.315  1.986  0.4876
H  2.001  -0.968  -1.600  0.8618
C  1.379  0.011  0.510  -1.3960
C  0.012  0.159  0.268  0.7402
C  -0.898  0.324  1.400  -0.9660
C  -2.113  0.732  1.124  -0.7213
C  -2.798  0.862  0.043  1.0961
C  -1.976  0.749  -1.281  -2.7506
C  -0.700  0.609  -0.889  0.8646
H  0.032  0.583  -1.870  -0.1304
H  -2.429  0.949  -1.991  1.2770
O  -4.080  1.218  -0.573  -0.4168
C  -4.911  1.118  0.734  -0.4037
C  -6.387  1.145  0.188  -1.1724
H  -6.974  1.897  0.966  0.3511
H  -6.410  2.046  -0.485  0.3141
C  -7.041  0.031  -0.290  0.3574
C  -8.537  0.471  -0.694  -2.0040
H  -9.094  0.650  0.135  0.4988
H  -9.012  -0.488  -1.007  0.4224
H  -8.664  1.023  -1.407  0.6954
C  -6.422  -0.498  -1.624  -1.2889
H  -5.301  -0.454  -1.405  0.1681
H  -6.851  -1.328  -2.162  0.4135
H  -6.442  0.344  -2.142  0.5138
H  -7.036  -0.669  0.420  0.5304
H  -4.837  2.046  1.516  0.3409
H  -4.884  0.076  1.470  0.3078
H  -2.969  0.738  2.315  0.0371
H  -0.556  0.163  2.337  0.9185
H  1.612  -0.267  1.469  2.0752
C  2.175  1.309  -0.178  -0.6945
C  2.073  2.497  0.577  0.1711
O  1.764  3.438  -0.017  -0.5618
C  2.050  2.387  2.125  -1.6387
H  1.027  2.157  2.329  0.3407
H  1.824  3.616  2.523  0.2589
H  2.793  2.006  2.401  0.6880
C  3.784  1.018  0.080  -0.1020
O  4.422  0.799  1.118  -0.7374
O  4.501  0.943  -0.898  -0.1827
C  5.945  0.629  -0.840  -0.0857
C  6.539  1.377  -1.977  -1.2513
H  7.528  0.964  -2.251  0.3696
H  6.311  2.369  -2.142  0.4373
H  6.066  0.974  -3.063  0.2327
H  6.405  1.083  0.260  0.2373
H  5.969  -0.467  -1.029  0.2343
H  2.186  1.388  -1.088  1.6892
H  -2.774  -3.726  0.650  0.4993
H  -2.226  -2.678  -0.361  0.4027
H  -2.287  -2.215  1.236  0.5150

Quick look at relative energies in hartree: run 1 0.0000; run 2 0.7957.